Record 1
24
Properties=species:S:1:pos:R:3:lowdin_spin:R:1 method="wB97M-V/def2-TZVPD" max_force_ha_per_bohr=0.043 multiplicity=2 homo_energy_ev="-18.75 / -18.73" e_lumo_ev="-7.3 / -12.4" e_above_lowest_kj_mol=103.6 charge=+2 e_tot_ha=-363.662153
C -2.17 0.57 -1.40 0.002
C -2.41 -0.01 -0.01 0.000
C -1.27 -2.05 0.53 0.002
N -1.25 -0.79 0.43 0.002
H -1.27 1.19 -1.41 0.001
H -1.98 -0.24 -2.12 0.000
H -3.05 1.14 -1.69 0.000
H -2.53 0.81 0.71 0.000
H -3.30 -0.64 0.00 0.000
H -0.38 -2.62 0.79 0.000
H -2.18 -2.59 0.30 0.000
H -0.38 -0.18 0.75 0.002
N 0.71 0.81 1.40 0.010
C 2.11 0.55 1.01 0.016
C 2.38 0.81 -0.47 0.120
N 1.76 -0.10 -1.39 0.737
H 0.49 1.77 1.12 0.000
H 0.64 0.80 2.42 0.001
H 2.39 -0.47 1.28 -0.001
H 2.80 1.21 1.53 -0.001
H 2.09 1.82 -0.77 0.006
H 3.47 0.67 -0.66 0.071
H 1.81 0.12 -2.39 0.016
H 1.99 -1.09 -1.26 0.016

Record 2
25
Properties=species:S:1:pos:R:3:nbo_charge:R:1 method="wB97M-V/def2-TZVPD" max_force_ha_per_bohr=0.093 homo_energy_ev=-11.14 e_lumo_ev=-2.9 e_above_lowest_kj_mol=619.5 charge=+1 e_tot_ha=-439.192668
C 2.83 0.48 -0.07 -0.584
C 1.53 -1.73 -0.22 -0.600
C 1.54 -0.30 0.31 -0.287
C 0.38 0.50 -0.29 0.223
C -1.83 -0.90 -0.03 -0.108
N -1.20 2.30 -0.28 -0.644
N 0.04 1.74 0.06 -0.397
N -2.77 -0.13 0.97 -0.716
O -2.14 -0.57 -1.37 -0.743
H 2.97 1.12 0.75 0.211
H 2.70 0.95 -1.12 0.215
H 3.62 -0.17 -0.04 0.228
H 1.69 -1.69 -1.22 0.208
H 2.26 -2.42 0.41 0.236
H 0.62 -2.26 -0.15 0.221
H 1.53 -0.25 1.35 0.211
H 0.20 0.02 -1.28 0.230
H -1.77 -1.97 0.36 0.177
H -1.57 1.62 -0.94 0.392
H -0.96 3.20 -0.67 0.389
H 0.53 1.94 0.91 0.396
H -2.43 0.74 1.28 0.419
H -3.60 0.20 0.59 0.409
H -2.91 -0.75 1.75 0.430
H -2.80 -1.17 -1.72 0.482

Record 3
25
Properties=species:S:1:pos:R:3:nbo_charge:R:1 method="wB97M-V/def2-TZVPD" max_force_ha_per_bohr=0.081 homo_energy_ev=-11.12 e_lumo_ev=-3.0 e_above_lowest_kj_mol=580.2 charge=+1 e_tot_ha=-439.207631
C -3.10 -0.44 -1.63 -0.432
C 0.32 -0.79 -1.75 -0.395
C 0.57 1.85 1.93 -0.432
C 2.60 1.03 0.88 -0.429
C 0.50 -0.42 1.22 0.567
N -1.81 -1.11 -0.98 -0.346
N -0.68 -0.31 -0.92 -0.544
N 1.21 0.79 1.18 -0.396
O 1.09 -1.55 1.01 -0.614
H -3.03 0.63 -1.36 0.235
H -3.08 -0.37 -2.72 0.233
H -3.97 -0.80 -1.22 0.209
H 1.27 -0.64 -1.24 0.175
H 0.04 -1.91 -1.91 0.128
H 0.35 -0.35 -2.67 0.185
H 0.94 2.84 1.67 0.235
H -0.56 1.90 1.83 0.234
H 0.80 1.77 3.02 0.209
H 2.80 1.82 0.05 0.259
H 3.11 1.18 1.82 0.224
H 3.01 0.08 0.50 0.201
H -0.52 -0.41 1.64 0.213
H -1.66 -1.99 -1.50 0.386
H -2.22 -1.37 -0.12 0.384
H 2.03 -1.43 1.27 0.510

Record 4
27
Properties=species:S:1:pos:R:3:lowdin_spin:R:1 method="wB97M-V/def2-TZVPD" max_force_ha_per_bohr=0.025 multiplicity=2 homo_energy_ev="-3.46 / -7.37" e_lumo_ev="0.5 / 0.5" charge=0 e_tot_ha=-590.001583
C -0.36 -1.29 -2.47 0.000
C -0.89 0.10 -2.22 0.004
C -1.35 0.36 -0.81 0.030
C -1.63 1.52 -0.20 0.011
N -1.79 1.35 1.15 0.202
C -1.57 0.00 1.44 0.471
N -1.28 -0.61 0.21 0.206
N 0.97 -1.64 -1.95 0.003
H -1.05 -2.08 -2.16 0.000
H -0.35 -1.49 -3.55 0.000
H -0.17 0.88 -2.49 0.002
H -1.73 0.29 -2.88 0.001
H -1.61 2.50 -0.65 0.001
H -1.99 2.03 1.85 0.003
H -1.39 -0.39 2.42 0.051
H -1.08 -1.59 0.19 0.004
H 1.62 -1.17 -2.57 0.000
H 1.18 -1.33 -1.00 0.001
H 3.22 -2.34 -0.23 0.000
H 4.42 -1.57 0.36 0.000
O 3.46 -1.51 0.21 0.000
H 1.95 -1.77 2.10 0.000
H 2.02 -0.30 1.75 0.001
O 1.59 -0.92 2.35 0.006
H -1.29 3.99 3.44 0.000
H 0.02 3.53 2.97 0.000
O -0.92 3.47 2.72 0.001

Record 5
23
Properties=species:S:1:pos:R:3:nbo_charge:R:1 method="wB97M-V/def2-TZVPD" max_force_ha_per_bohr=0.045 homo_energy_ev=-14.96 e_lumo_ev=-3.2 e_above_lowest_kj_mol=93.0 charge=+1 e_tot_ha=-329.845420
C 1.02 0.14 -0.43 -0.203
C -0.46 -0.20 -0.28 -0.237
C -0.91 -1.13 -1.43 -0.609
C -1.36 1.07 -0.14 -0.393
C -2.79 0.74 0.23 -0.623
N 1.46 0.77 0.89 -0.687
H 1.74 -0.65 -0.55 0.235
H 1.21 0.82 -1.24 0.224
H -0.55 -0.82 0.61 0.203
H -1.26 -0.58 -2.30 0.223
H -1.67 -1.83 -1.15 0.238
H 0.06 -1.58 -1.81 0.209
H -1.40 1.61 -1.08 0.221
H -0.91 1.70 0.63 0.169
H -3.07 0.87 1.28 0.225
H -3.10 -0.24 -0.11 0.218
H -3.46 1.53 -0.24 0.231
H 0.81 1.32 1.46 0.438
H 2.25 1.33 0.56 0.445
H 1.79 0.11 1.60 0.464
H 2.98 -2.20 1.08 0.488
H 4.27 -1.42 1.09 0.499
O 3.34 -1.34 1.34 -0.978

Record 6
23
Properties=species:S:1:pos:R:3:nbo_charge:R:1 method="wB97M-V/def2-TZVPD" max_force_ha_per_bohr=0.048 homo_energy_ev=-14.71 e_lumo_ev=-3.4 e_above_lowest_kj_mol=122.0 charge=+1 e_tot_ha=-329.834385
C -1.41 0.84 -1.17 -0.224
C -0.84 1.57 0.02 -0.454
C 0.26 0.83 0.84 -0.400
C 1.28 0.17 -0.10 -0.433
C 2.68 0.11 0.56 -0.622
N -1.70 -0.62 -0.80 -0.678
H -0.69 0.73 -1.99 0.225
H -2.29 1.30 -1.60 0.239
H -0.27 2.51 -0.27 0.250
H -1.55 1.99 0.73 0.238
H 0.71 1.67 1.40 0.237
H -0.11 0.03 1.47 0.196
H 0.96 -0.89 -0.29 0.183
H 1.44 0.87 -0.91 0.220
H 3.45 0.58 -0.05 0.226
H 3.04 -0.91 0.71 0.216
H 2.85 0.59 1.52 0.223
H -2.20 -1.10 -1.55 0.435
H -0.80 -1.04 -0.71 0.455
H -2.24 -0.77 0.05 0.454
H -0.52 -2.73 1.42 0.504
H -0.93 -3.22 0.04 0.489
O -1.10 -2.52 0.68 -0.979